A molecular structure, C43H39FNO2ReS2Si in a non-equilibrium geometry, computed with wB97M-V/def2-TZVPD.

Last column: Mulliken spin population.
Element x y z (Å)
1 Re -0.538 -1.164 1.523  2.7498
2 C 6.565 3.281 2.715  0.0000
3 C 5.316 2.800 2.051  0.0015
4 C 4.108 2.770 2.761  0.0012
5 C 2.946 2.290 2.193  0.0002
6 C 2.974 1.845 0.875  0.0046
7 C 4.156 1.896 0.138  0.0033
8 C 5.314 2.374 0.724  -0.0005
9 S 1.695 0.966 0.011  0.0048
10 O 1.518 -0.373 0.743  -0.0157
11 C 0.099 1.740 0.333  0.0798
12 C -0.382 1.823 1.659  0.1312
13 C -1.660 2.260 1.892  -0.0440
14 C -2.513 2.610 0.824  -0.0123
15 C -3.820 3.087 1.071  0.0090
16 C -4.661 3.379 0.034  -0.0036
17 C -4.239 3.176 -1.291  0.0084
18 C -2.976 2.717 -1.564  0.0029
19 C -2.062 2.453 -0.518  0.0234
20 C -0.722 1.988 -0.749  0.0189
21 C -0.306 1.709 -2.153  0.0662
22 C -0.105 2.795 -3.045  0.0515
23 C -0.099 4.135 -2.592  0.2101
24 C 0.117 5.190 -3.475  0.0277
25 C 0.347 4.953 -4.824  0.0595
26 C 0.357 3.647 -5.300  0.2356
27 C 0.138 2.556 -4.423  -0.0339
28 C 0.162 1.239 -4.890  0.1206
29 C 0.010 0.174 -4.012  0.1060
30 C -0.223 0.397 -2.656  -0.0112
31 S -0.031 -1.056 -1.590  0.0103
32 O -1.041 -0.958 -0.406  -0.0303
33 C -0.643 -2.374 -2.591  0.0162
34 C 0.220 -3.464 -2.673  -0.0024
35 C -0.154 -4.568 -3.418  0.0010
36 C -1.381 -4.594 -4.084  -0.0001
37 C -1.790 -5.783 -4.890  -0.0001
38 C -2.232 -3.484 -3.975  0.0003
39 C -1.879 -2.376 -3.235  0.0041
40 H 6.710 2.790 3.678  0.0001
41 H 6.491 4.351 2.922  0.0002
42 H 7.444 3.106 2.100  0.0000
43 H 4.086 3.124 3.784  0.0003
44 H 2.041 2.279 2.780  -0.0014
45 H 4.163 1.552 -0.890  0.0003
46 H 6.229 2.411 0.146  0.0000
47 H 0.275 1.618 2.490  -0.0244
48 H -2.028 2.354 2.907  0.0032
49 H -4.138 3.212 2.098  0.0001
50 H -5.653 3.763 0.229  0.0001
51 H -4.921 3.390 -2.104  0.0001
52 H -2.678 2.568 -2.592  0.0044
53 H -0.259 4.347 -1.542  0.0365
54 H 0.104 6.210 -3.114  -0.0002
55 H 0.519 5.782 -5.498  0.0051
56 H 0.542 3.445 -6.349  -0.0005
57 H 0.318 1.051 -5.946  -0.0021
58 H 0.066 -0.837 -4.388  0.0277
59 H 1.174 -3.443 -2.157  -0.0017
60 H 0.512 -5.418 -3.491  0.0000
61 H -0.973 -6.491 -5.007  0.0000
62 H -2.141 -5.488 -5.880  0.0000
63 H -2.625 -6.294 -4.406  0.0000
64 H -3.187 -3.496 -4.486  0.0000
65 H -2.549 -1.527 -3.153  -0.0017
66 C -2.127 -3.398 3.830  0.0054
67 Si -2.474 -2.712 2.106  -0.1342
68 C -4.008 -1.616 1.961  0.0314
69 C -2.469 -4.064 0.785  0.0038
70 N 0.195 -1.308 3.103  -0.6075
71 C 1.132 -1.624 4.018  0.0074
72 C 1.369 -0.938 5.222  -0.0703
73 C 2.377 -1.358 6.060  0.0272
74 C 3.161 -2.462 5.730  -0.0778
75 C 2.958 -3.158 4.543  0.0345
76 C 1.956 -2.741 3.710  -0.0606
77 F 1.708 -3.366 2.556  -0.0015
78 H -2.958 -4.042 4.131  -0.0004
79 H -2.030 -2.611 4.578  0.0020
80 H -1.220 -4.004 3.838  0.0019
81 H -4.871 -2.171 2.337  0.0072
82 H -4.209 -1.360 0.919  -0.0022
83 H -3.935 -0.691 2.535  -0.0032
84 H -3.176 -4.847 1.070  -0.0009
85 H -1.493 -4.537 0.662  0.0007
86 H -2.793 -3.678 -0.184  -0.0014
87 H 0.742 -0.096 5.488  0.0023
88 H 2.550 -0.840 6.992  -0.0008
89 H 3.938 -2.787 6.408  -0.0029
90 H 3.570 -4.008 4.273  -0.0005

Computed properties:
- 2S+1 = 4
- gap between HOMO and LUMO (alpha / beta) (eV) = 6.886 / 3.925
- HOMO (alpha / beta) (eV) = -15.87 / -15.69
- strongest force on any atom (eV/A) = 2.8
- lowest unoccupied orbital energy (alpha / beta) (eV) = -8.9887 / -11.7655
- charge = +3